Entry 1:
C24H19AuClIN5O5 as an isolated structure. Source: OMol25; level of theory: ωB97M-V/def2-TZVPD.

```
56
Properties=species:S:1:pos:R:3:forces:R:3:nbo_charge:R:1
Au 0.245702 -0.596660 -1.868509 -0.0229 -0.0785 0.0223 1.48
O 2.077945 -3.564483 -3.882866 0.0017 0.0179 -0.0204 -0.48
C 1.736806 -2.586012 -3.285308 -0.0026 -0.0371 0.0492 0.64
N 0.434221 -2.206054 -2.975916 -0.0028 0.0594 -0.0578 -0.69
C -0.724207 -2.932357 -3.220481 0.0221 -0.0504 0.0801 0.64
O -0.807966 -3.992365 -3.770303 -0.0066 0.0319 -0.0316 -0.48
C -1.933836 -2.220164 -2.653522 -0.0121 0.0041 -0.0381 0.12
C -3.196878 -2.734869 -2.823065 -0.0058 0.0044 0.0048 -0.19
C -4.274116 -2.048304 -2.276866 0.0091 0.0009 -0.0003 -0.11
C -4.045775 -0.875235 -1.578704 -0.0016 -0.0079 -0.0049 -0.22
C -2.751299 -0.405151 -1.443627 -0.0059 0.0103 0.0433 0.10
N -1.726911 -1.071947 -1.975749 0.0155 0.0094 -0.0393 -0.46
C 2.739124 -1.593234 -2.729835 -0.0055 0.0185 -0.0179 0.12
C 4.091300 -1.753724 -2.917558 0.0052 0.0024 -0.0008 -0.18
C 4.954332 -0.823301 -2.351076 -0.0021 -0.0054 0.0004 -0.11
C 4.438372 0.226402 -1.608512 -0.0041 0.0065 0.0056 -0.22
C 3.067904 0.337626 -1.452377 0.0052 -0.0182 -0.0001 0.08
N 2.256849 -0.556363 -2.017921 -0.0089 -0.0055 -0.0082 -0.46
H -3.305162 -3.656706 -3.377519 0.0004 -0.0004 0.0001 0.27
H -5.280013 -2.426765 -2.397347 -0.0002 -0.0011 0.0002 0.25
H -4.856672 -0.312030 -1.140489 -0.0004 -0.0011 -0.0005 0.25
H -2.520763 0.512736 -0.927353 -0.0154 -0.0249 -0.0155 0.25
H 4.435036 -2.600455 -3.495412 -0.0015 -0.0011 -0.0003 0.27
H 6.023071 -0.922785 -2.483664 0.0000 0.0003 0.0004 0.25
H 5.082966 0.959252 -1.145763 0.0007 -0.0001 -0.0008 0.25
H 2.593643 1.118763 -0.873763 0.0015 0.0054 -0.0042 0.26
I 1.307872 -1.756235 4.634433 -0.0021 0.0016 -0.0043 0.22
C 0.951366 -2.307838 2.685560 0.0027 -0.0084 -0.0009 -0.31
C 0.824474 -3.578575 2.177783 0.0028 0.0014 -0.0071 -0.05
N 0.592056 -3.438357 0.857194 -0.0389 0.0160 0.0637 -0.32
N 0.552953 -2.151764 0.473802 0.0305 -0.0444 -0.0384 -0.35
C 0.776046 -1.458180 1.580721 0.0087 0.0619 -0.0062 -0.07
H 0.883512 -4.543875 2.650808 -0.0023 0.0000 0.0004 0.24
H 0.436589 -4.169235 0.184370 0.0200 0.0009 -0.0039 0.42
H 0.810356 -0.379419 1.551002 -0.0195 0.0114 -0.0049 0.23
C -1.971797 1.538436 1.864686 0.0236 -0.0092 0.0025 -0.63
C -1.229845 2.524485 2.728464 -0.0400 -0.0073 0.0194 -0.07
C -1.685678 2.787347 4.017073 -0.0260 0.0007 -0.0189 -0.21
C -1.008878 3.659246 4.851156 0.0251 0.0090 -0.0162 -0.04
Cl -1.609373 3.945220 6.451567 -0.0031 0.0019 0.0049 0.02
C 0.144770 4.295397 4.424791 -0.0231 -0.0082 0.0117 -0.23
C 0.604823 4.048809 3.143481 0.0088 -0.0126 -0.0415 -0.18
C -0.073344 3.177845 2.304341 0.0556 0.0500 0.0533 0.26
O 0.502629 2.934231 1.069076 -0.0220 -0.0579 -0.0138 -0.52
C -0.271454 3.231551 -0.070148 0.0124 0.0194 -0.0099 -0.18
C -0.448385 2.037466 -0.992065 0.0361 0.0479 -0.0108 0.76
O -1.169261 2.085154 -1.966005 -0.0053 0.0053 0.0013 -0.64
O 0.261882 0.985044 -0.648690 -0.0189 -0.0036 0.0367 -0.77
H -2.661071 0.954178 2.472120 0.0058 -0.0114 -0.0011 0.23
H -1.281488 0.851917 1.372610 0.0131 -0.0094 -0.0036 0.22
H -2.561733 2.039121 1.091449 -0.0134 -0.0038 0.0123 0.21
H -2.576796 2.291664 4.379995 0.0010 0.0006 0.0050 0.23
H 0.669401 4.972653 5.083531 0.0000 -0.0015 0.0009 0.24
H 1.502685 4.526440 2.774673 0.0022 0.0029 0.0093 0.22
H 0.232031 4.002905 -0.661245 0.0015 0.0111 0.0148 0.22
H -1.258017 3.618554 0.186970 0.0014 -0.0042 -0.0202 0.22
```
Positions in Å, forces in eV/Å.

Results
- Total charge: +1
- HOMO level: -0.397 hartree
- Lowest unoccupied orbital energy: -4.031 eV
- DFT total energy: -67193.705 eV
- ΔE to the lowest compared entry with this formula, charge and spin: 0.0 kJ/mol
- Orbital gap: 6.775 eV
- Multiplicity: 1
- Largest force on an atom: 0.10 eV/A


Entry 2:
C24H19BF2N4ORhS as an isolated structure. Source: OMol25; level of theory: ωB97M-V/def2-TZVPD.

```
53
Properties=species:S:1:pos:R:3:forces:R:3:nbo_charge:R:1
Rh -0.103995 0.324320 0.244139 -0.0871 -0.0398 -0.0793 0.38
N -0.037292 -0.971569 2.863034 -0.0272 -0.0622 0.0489 -0.82
C 1.186086 -1.008883 3.540277 0.0581 0.0212 0.1104 0.19
C 1.214309 -1.016108 4.938987 -0.0899 -0.0385 -0.0687 -0.24
C 2.398362 -1.067925 5.645018 0.0521 -0.0094 0.0711 -0.20
C 3.607620 -1.124636 4.962443 -0.0668 0.0089 -0.0488 -0.27
C 3.596788 -1.056989 3.582101 -0.0215 0.0041 0.0459 -0.13
C 2.410051 -0.957568 2.846306 0.0823 -0.0278 -0.1669 -0.14
C 2.522193 -0.618725 1.402030 0.1156 0.1764 -0.0626 0.14
C 3.432774 0.379558 1.069576 -0.1282 -0.1224 -0.1465 -0.27
C 3.555904 0.833951 -0.247809 0.1006 0.0673 0.0128 -0.19
C 2.746227 0.359950 -1.255004 -0.0395 -0.0636 0.1883 -0.24
C 1.823423 -0.652738 -0.955873 -0.2128 0.1727 0.1841 -0.14
C 1.744104 -1.194329 0.351793 -0.1762 -0.4136 0.1125 -0.61
H -0.820451 -0.659297 3.416461 0.0395 0.0393 0.0732 0.39
H -0.282263 -1.817079 2.371040 0.0341 0.0990 -0.0939 0.40
H 0.265072 -1.007059 5.462566 0.0198 0.0065 0.0285 0.21
H 2.378528 -1.087386 6.727918 -0.0049 0.0006 -0.0043 0.20
H 4.545112 -1.201636 5.497647 -0.0024 0.0005 0.0106 0.20
H 4.534879 -1.065257 3.041352 0.0008 0.0092 -0.0147 0.20
H 4.007079 0.857227 1.850060 0.0205 -0.0091 0.0198 0.22
H 4.282167 1.612354 -0.457439 -0.0265 -0.0025 -0.0337 0.20
H 2.806006 0.757706 -2.258900 0.0216 0.0132 0.0000 0.21
H 1.280991 -1.138351 -1.753721 0.0365 -0.0562 -0.0076 0.24
C -0.907411 5.610630 -1.294472 0.0753 -0.0477 0.0434 -0.22
C -2.155335 5.047278 -1.495430 -0.0942 -0.0191 -0.0226 -0.24
C -2.383631 3.717240 -1.166811 0.0333 0.0353 -0.0119 -0.21
C -1.364960 2.929232 -0.643364 0.1604 0.1305 0.0404 0.07
C -0.093397 3.496104 -0.444681 -0.0167 -0.2328 0.0481 0.25
C 0.110508 4.833813 -0.751457 -0.1087 0.0888 -0.0626 -0.28
N -1.549044 1.565543 -0.333325 -0.1877 -0.2646 -0.0413 -0.24
N -2.771198 1.140820 -0.428407 0.2740 0.1646 -0.0091 -0.24
C -2.823276 -0.195438 -0.204191 -0.1549 -0.1366 -0.0018 0.02
C -4.086924 -0.823159 -0.227923 0.0366 0.1417 -0.0085 -0.18
C -4.197986 -2.169769 -0.013346 0.0560 -0.1546 0.0315 -0.27
C -3.031572 -2.912693 0.246988 -0.1548 0.1347 -0.0388 -0.25
C -1.801757 -2.291642 0.279498 0.1390 -0.0680 0.1141 -0.20
C -1.606775 -0.911486 0.035527 -0.1721 -0.0866 -0.2028 -0.20
H -0.724026 6.649433 -1.539878 0.0025 -0.0015 -0.0004 0.20
H -2.964461 5.637126 -1.909257 0.0179 0.0150 0.0029 0.20
H -3.349967 3.263064 -1.326534 0.0034 -0.0144 0.0125 0.23
H 1.851569 3.201337 -0.083604 -0.0196 0.0965 0.1091 0.37
H 1.084175 5.267076 -0.551700 0.0000 0.0023 -0.0072 0.20
H -4.960593 -0.208100 -0.409379 0.0160 0.0173 -0.0016 0.21
H -5.166574 -2.654870 -0.034573 0.0126 -0.0084 -0.0002 0.20
H -3.098629 -3.981956 0.412825 0.0224 -0.0024 0.0109 0.20
H -0.967413 -2.946611 0.494386 0.0608 -0.0116 -0.0105 0.16
O -0.126996 2.883800 2.486173 0.0502 0.0426 -0.0081 -1.00
S 0.841061 2.058521 1.684395 -0.0414 -0.1179 0.0588 0.86
N 0.973326 2.709545 0.037024 0.1431 0.3495 -0.1672 -0.86
F 1.084617 -3.387691 -0.661229 -0.1212 -0.0356 0.0454 -0.50
B 1.243367 -2.655770 0.442655 0.3742 0.2592 -0.0607 1.31
F 1.162225 -3.332006 1.593789 -0.1047 -0.0502 -0.0408 -0.50
```
Positions in Å, forces in eV/Å.

Results
- Total charge: -1
- HOMO level (alpha / beta): -0.111 / -0.095 hartree
- Lowest unoccupied orbital energy (alpha / beta): 2.695 / 2.684 eV
- DFT total energy: -53162.228 eV
- ΔE to the lowest compared entry with this formula, charge and spin: 139.7 kJ/mol
- Orbital gap (alpha / beta): 5.704 / 5.274 eV
- Multiplicity: 1
- Largest force on an atom: 0.46 eV/A


Entry 3:
C24H19Cl3N7O2Tl as an isolated structure. Source: OMol25; level of theory: ωB97M-V/def2-TZVPD.

```
56
Properties=species:S:1:pos:R:3:forces:R:3:nbo_charge:R:1
Tl -0.175121 -0.227984 -0.497242 0.0575 -0.0071 -0.0662 0.85
C 1.289759 -3.181668 -2.186588 0.0667 -0.0249 -0.0434 -0.27
N 1.873858 -1.914060 -1.750755 0.0032 0.1296 0.0224 -0.64
C 3.029435 -2.014918 -0.855312 0.0641 -0.0246 0.0755 -0.27
C 2.830462 -1.225485 0.402829 -0.0700 -0.0978 -0.0417 0.42
N 2.515551 0.041039 0.412134 -0.0228 0.1918 -0.0843 -0.53
C 2.380185 0.368252 1.756218 0.0628 -0.0539 0.0315 0.07
C 2.056241 1.584752 2.349684 -0.0167 0.0113 0.0429 -0.22
C 1.959900 1.619343 3.728869 0.0102 -0.0076 -0.0037 -0.23
C 2.186176 0.472761 4.506565 -0.0056 0.0066 -0.0193 -0.22
C 2.530333 -0.736012 3.930586 0.0071 -0.0139 -0.0004 -0.23
C 2.628724 -0.762459 2.544998 0.0031 -0.0519 -0.0520 0.16
N 2.950894 -1.763233 1.643727 0.0305 0.0614 0.1016 -0.55
C -0.182405 -3.233774 -1.936568 -0.1506 -0.0862 -0.0311 0.42
N -1.025859 -2.284432 -2.251264 0.0459 -0.0553 0.1059 -0.53
C -2.262779 -2.746125 -1.808813 -0.0504 0.0173 0.0238 0.06
C -3.512169 -2.129229 -1.843573 0.0533 -0.0021 -0.0124 -0.20
C -4.580366 -2.811096 -1.295215 -0.0281 0.0096 -0.0034 -0.23
C -4.422256 -4.082950 -0.725233 -0.0189 -0.0192 0.0098 -0.21
C -3.192954 -4.710957 -0.686611 0.0447 0.0195 -0.0325 -0.25
C -2.121864 -4.015873 -1.236166 -0.0828 0.0283 -0.0173 0.16
N -0.778718 -4.312768 -1.360305 0.0783 0.0060 0.0027 -0.55
H 1.755394 -4.007267 -1.650210 0.0032 0.0056 0.0020 0.23
H 1.462613 -3.337618 -3.254889 -0.0153 -0.0329 -0.0190 0.21
H 2.097208 -1.336375 -2.546250 0.0008 -0.0034 -0.0099 0.38
H 3.931763 -1.635941 -1.342174 -0.0015 -0.0217 -0.0225 0.22
H 3.199834 -3.056821 -0.591824 0.0246 0.0056 0.0278 0.23
H 1.890423 2.463421 1.739735 -0.0237 0.0020 0.0087 0.23
H 1.712487 2.549884 4.224696 -0.0029 -0.0077 -0.0053 0.21
H 2.092726 0.537031 5.582741 0.0059 0.0080 -0.0015 0.21
H 2.706199 -1.618722 4.530721 0.0019 0.0100 -0.0006 0.22
H 2.924601 -2.759109 1.812510 -0.0212 0.0095 -0.0074 0.45
H -3.630099 -1.149535 -2.288381 -0.0081 -0.0027 -0.0005 0.22
H -5.563510 -2.358864 -1.304198 0.0028 0.0003 -0.0001 0.21
H -5.284300 -4.583153 -0.303638 0.0025 0.0064 0.0002 0.22
H -3.068769 -5.687492 -0.239875 0.0018 -0.0117 0.0229 0.23
H -0.285383 -5.061074 -0.897648 0.0067 0.0399 0.0257 0.44
Cl -0.684193 -5.809138 2.002850 -0.0093 0.0337 0.0140 0.01
C -0.452892 -4.094146 2.419602 -0.0284 -0.0356 -0.0117 -0.20
Cl -2.028210 -3.354307 2.689165 0.0044 -0.0026 -0.0081 0.05
Cl 0.517434 -3.978574 3.910865 -0.0049 -0.0125 -0.0101 0.01
C 0.379582 -3.375456 1.288938 0.0988 -0.1043 -0.0588 0.75
O 1.340368 -4.024579 0.857704 -0.0306 0.0005 -0.0071 -0.75
O -0.002135 -2.230144 0.995101 -0.0960 0.1036 0.0296 -0.81
N -2.917242 7.071684 -0.713015 0.0026 -0.0108 0.0077 -0.29
C -2.561990 6.159174 -0.112382 -0.0075 0.0210 -0.0189 0.27
C -2.115638 5.017955 0.636497 0.0012 -0.0123 -0.0019 -0.22
C -2.438970 4.870769 1.981427 -0.0046 0.0052 0.0025 -0.12
C -1.982220 3.748176 2.644715 0.0012 -0.0165 0.0048 -0.24
C -1.219862 2.824679 1.942820 -0.0078 -0.0055 -0.0368 0.05
N -0.898648 2.962294 0.656640 -0.0402 -0.0220 0.0197 -0.42
C -1.345330 4.035252 0.018103 0.0355 -0.0011 0.0321 0.09
H -3.035635 5.620659 2.482839 0.0009 -0.0011 0.0007 0.23
H -2.211338 3.584067 3.688296 0.0039 -0.0005 -0.0051 0.23
H -0.846679 1.932405 2.433273 0.0193 0.0049 0.0196 0.21
H -1.083352 4.129829 -1.029363 0.0020 0.0119 -0.0011 0.21
```
Positions in Å, forces in eV/Å.

Results
- HOMO level: -0.320 hartree
- Lowest unoccupied orbital energy: -0.052 eV
- DFT total energy: -81985.449 eV
- Orbital gap: 8.650 eV
- Multiplicity: 1
- Largest force on an atom: 0.21 eV/A


The lowest DFT total energy belongs to which entry?
C24H19Cl3N7O2Tl


Number 2 is which compound?
C24H19BF2N4ORhS